C36H61F9N7O10PS | the ωB97M-V functional and the def2-TZVPD basis

Summary:
structure (SMILES): CNCc1c(CCCCCCCCOC(C)=O)c2c(c(P(=N)(O)O)c1CCC(F)(F)C(F)(F)S(F)(F)(F)(F)F)C(=O)NC2=O.CN(C)C=O.CN(C)C=O.CN(C)C=O.CN(C)C=O
orbital gap: 6.16 eV
HOMO: -8.42 eV
LUMO level: -2.258 eV
max |F|: 9.0 eV/Å

Each line ends with the Mulliken charge.
CARTESIAN COORDINATES (ANGSTROEM)
S: 0.154 -4.348 -6.055  1.10
P: -2.990 0.587 -4.850  1.24
F: 1.682 -2.126 -5.894  -0.30
F: -1.154 -4.100 -4.927  -0.30
F: 0.588 -2.704 -8.915  -0.29
F: 1.530 -4.715 -7.006  -0.28
F: 0.036 -6.025 -5.690  -0.30
F: -0.963 -4.603 -7.318  -0.28
F: 1.224 -4.219 -4.679  -0.32
F: -0.595 -1.875 -5.244  -0.26
F: -1.498 -1.851 -8.139  -0.24
O: 3.045 -0.251 4.584  -0.33
O: -7.280 4.922 -6.896  -0.59
O: 0.831 0.371 5.501  -0.57
O: -2.935 -5.689 10.398  -0.58
O: -4.047 1.985 -5.140  -0.48
O: 1.546 3.476 -0.443  -0.57
O: -2.692 2.098 -1.332  -0.57
O: 3.270 4.590 3.867  -0.63
O: -3.232 -0.697 -5.999  -0.41
O: 1.787 -4.661 6.533  -0.52
N: -3.503 -0.015 -3.400  -0.78
N: -0.330 1.675 -0.642  -0.28
N: 1.201 4.966 4.836  0.11
N: -4.690 -6.100 8.945  0.12
N: -7.978 3.612 -5.119  0.14
N: 3.908 1.194 -6.318  -0.20
N: 0.574 -5.831 8.120  0.14
C: 3.531 1.146 4.650  -0.44
C: -7.565 2.376 -5.752  -0.83
C: 4.302 1.804 -0.439  0.11
C: 2.154 -1.559 6.742  -0.58
C: -7.783 4.803 -5.786  0.11
C: 1.472 1.846 -5.467  0.50
C: 0.532 -0.380 -8.008  -0.67
C: -3.932 -5.319 9.792  0.11
C: -0.431 0.794 -7.406  -0.63
C: 4.320 1.833 2.204  -0.33
C: -8.583 3.556 -3.805  -0.90
C: 1.488 -5.707 7.094  0.08
C: 5.256 1.881 -1.771  -0.83
C: -1.192 1.172 -4.629  0.47
C: 0.278 -2.509 -6.302  0.85
C: -0.702 1.682 -3.154  -0.82
C: -5.859 -5.586 8.264  -0.92
C: 2.398 4.300 4.676  0.14
C: 5.077 2.071 -6.816  -0.77
C: -4.306 -7.480 8.730  -0.86
C: 0.803 2.595 -1.144  0.50
C: 3.422 2.914 -3.564  -0.54
C: 4.851 1.222 3.632  -0.56
C: 0.275 -7.108 8.733  -0.55
C: 1.901 2.323 -3.930  -0.12
C: 5.003 1.098 0.871  -0.74
C: -0.046 1.253 -5.844  -0.06
C: 0.219 4.559 5.819  -0.93
C: 1.924 -0.401 5.564  0.50
C: 0.916 6.109 3.994  -0.88
C: -0.056 -1.931 -7.787  0.77
C: -0.109 -4.648 8.599  -0.95
C: 0.782 2.237 -2.741  0.32
C: 4.370 1.633 -3.130  -0.36
C: 2.678 2.029 -6.605  -1.28
C: -1.438 1.835 -1.704  0.15
H: 4.810 -0.072 0.906  0.27
H: 4.779 2.415 -7.919  0.35
H: 2.952 3.190 -6.567  0.56
H: 1.691 6.867 4.147  0.29
H: -3.292 -7.507 8.319  0.16
H: 1.948 -6.666 6.808  0.24
H: 3.286 1.248 -0.649  -0.05
H: 0.513 -7.053 9.799  0.31
H: -9.489 2.945 -3.858  0.32
H: -1.582 0.622 -7.521  0.12
H: -8.099 2.267 -6.701  0.31
H: 2.654 1.834 4.287  0.18
H: 3.850 3.482 -4.498  0.23
H: 5.160 3.086 -6.199  0.25
H: 4.600 2.989 2.158  0.21
H: 3.879 0.406 -7.033  0.29
H: -7.873 3.100 -3.108  0.32
H: 3.333 3.723 -2.697  0.49
H: -0.716 2.224 0.157  0.38
H: 1.660 -0.319 -7.700  0.03
H: 0.562 3.687 6.381  0.29
H: 6.100 1.044 -1.696  0.33
H: 4.079 2.932 -0.124  0.19
H: -0.064 6.531 4.235  0.39
H: -3.412 2.768 -5.203  0.32
H: 2.513 3.447 5.365  0.35
H: -8.133 5.679 -5.216  0.27
H: -6.731 -6.175 8.562  0.33
H: 0.521 -0.240 -9.194  0.36
H: -0.714 4.310 5.304  0.34
H: 6.089 1.484 -6.776  0.28
H: -0.663 -4.197 7.771  0.26
H: 1.267 -2.325 6.743  0.14
H: 3.664 0.693 -2.999  0.27
H: 3.143 1.750 2.161  0.14
H: -0.195 1.772 -8.052  0.39
H: -4.312 -4.288 9.884  0.31
H: 2.205 1.853 -7.667  0.32
H: 5.391 0.182 3.550  0.35
H: -5.707 -5.675 7.184  0.34
H: 6.137 1.390 0.859  0.30
H: 5.153 1.381 -3.993  0.14
H: 2.280 -0.981 7.771  0.29
H: -6.491 2.422 -5.955  0.16
H: -3.646 -0.260 -6.816  0.32
H: -7.782 1.521 -5.107  0.37
H: 0.859 -7.912 8.276  0.32
H: -3.792 -1.011 -3.588  0.20
H: -0.790 -7.321 8.605  0.03
H: -4.311 -8.005 9.690  0.30
H: 3.154 -2.147 6.493  0.24
H: 5.767 2.937 -1.770  0.23
H: -0.798 -4.902 9.409  0.38
H: 0.934 5.794 2.947  0.22
H: -6.033 -4.536 8.515  0.29
H: 5.594 1.982 4.155  0.29
H: -8.845 4.555 -3.448  0.30
H: 0.047 5.388 6.511  0.36
H: -4.997 -7.970 8.039  0.39
H: 0.634 -3.929 8.959  0.28
H: 3.828 1.482 5.740  0.45